(1)
This record from the Open Molecules 2025 dataset describes a structure of composition C2H4O3. The level of theory is wB97M-V/def2-TZVPD.

## Properties
Highest occupied orbital energy in eV: -8.78
LUMO level in eV: 0.4
Multiplicity: 1
Relative energy (zero: lowest compared OMol25 entry of this formula, charge and spin) in eV: 6.904
Molecular weight in g/mol: 76.05

Positions of all 9 atoms, in Å:
C  -1.37442  0.53196  0.23392
C  0.01496  -0.66378  -0.30510
O  -0.50208  0.48096  -0.94542
O  2.23953  -0.22624  -0.00048
O  1.00695  -0.64889  0.54249
H  -2.42743  0.31175  0.00568
H  -0.93100  1.04114  0.98918
H  -0.48569  -1.51093  -0.68682
H  2.45918  0.68401  0.16655

(2)
This record from the Open Molecules 2025 dataset describes a cluster of 3 separate species, C31H60NO9 in total. The level of theory is wB97M-V/def2-TZVPD.

## Properties
Charge: +1
Highest occupied orbital energy in eV: -10.18
LUMO level in eV: -4.4
Multiplicity: 1
Molecular weight in g/mol: 590.82

Positions of all 101 atoms, in Å:
C  6.27775  -0.09315  2.44839
O  5.33173  0.92465  2.71089
C  4.48485  1.21798  1.60963
C  3.84003  2.55502  1.87565
C  2.83922  2.96153  0.79326
C  1.41926  2.47536  1.05811
C  0.66136  3.32109  2.09591
C  -0.50906  4.12281  1.53532
C  -1.59739  3.27874  0.87944
C  -2.48009  2.53342  1.88107
C  -3.59877  3.41545  2.45929
C  -4.88179  3.36331  1.60087
C  -6.10931  2.89759  2.37602
C  -7.18200  2.19431  1.50938
C  -6.70287  0.83443  1.11464
C  -6.02430  0.65228  -0.08940
N  -5.54099  -0.54630  -0.45260
C  -5.69174  -1.63711  0.31936
C  -6.38278  -1.53386  1.51208
C  -6.89023  -0.30214  1.90516
C  -7.66681  -0.21732  3.18101
O  -8.80357  -0.54698  3.17321
O  -7.02816  0.26352  4.26121
H  5.95175  -1.03582  2.88943
H  6.48958  -0.21069  1.38735
H  7.21185  0.16188  2.94388
H  5.06979  1.26493  0.68971
H  3.73839  0.41811  1.53861
H  4.64704  3.28370  1.91392
H  3.36225  2.55883  2.85477
H  2.87827  4.04354  0.67573
H  3.15533  2.56173  -0.17236
H  0.88085  2.48781  0.11156
H  1.44660  1.43830  1.38735
H  1.34429  3.96009  2.64987
H  0.24929  2.64021  2.84426
H  -0.12828  4.83639  0.80329
H  -0.97541  4.70397  2.33159
H  -1.18960  2.58349  0.14993
H  -2.24028  3.95380  0.30797
H  -2.94281  1.68322  1.36976
H  -1.87567  2.11704  2.68509
H  -3.23956  4.44224  2.42987
H  -3.79794  3.12576  3.48676
H  -5.10039  4.35245  1.20430
H  -4.66090  2.73454  0.73786
H  -5.82547  2.23734  3.19331
H  -6.60152  3.74764  2.84126
H  -7.42055  2.79689  0.63863
H  -8.07979  2.09514  2.11408
H  -5.87671  1.49335  -0.74630
H  -5.06217  -0.61432  -1.34431
H  -5.26192  -2.55861  -0.03254
H  -6.50559  -2.42343  2.10862
H  -7.21899  -0.33980  4.99628
C  -5.34459  -1.90750  -4.14268
O  -4.74842  -0.75663  -4.68641
C  -3.51907  -1.02792  -5.35659
C  -3.29119  -0.05913  -6.49530
O  -4.06781  -0.32550  -7.64877
C  -5.45021  0.00166  -7.61437
C  -5.74205  1.48397  -7.66544
O  -5.52074  2.09406  -6.40116
C  -5.20800  3.46646  -6.51358
H  -4.71396  -2.32564  -3.34159
H  -6.30854  -1.60994  -3.72648
H  -5.51807  -2.67371  -4.90385
H  -3.51242  -2.05132  -5.74513
H  -2.70268  -0.92009  -4.62997
H  -2.25529  -0.18246  -6.81863
H  -3.40874  0.97427  -6.16372
H  -5.94970  -0.46678  -6.76427
H  -5.86473  -0.44445  -8.52013
H  -6.79375  1.63272  -7.94252
H  -5.10806  1.94754  -8.42931
H  -4.32802  3.61767  -7.14818
H  -4.98203  3.83726  -5.51521
H  -6.05223  4.03300  -6.92076
C  8.90246  -2.53418  -0.08334
O  8.52086  -3.22119  1.08796
C  7.67731  -4.32975  0.82043
C  7.88210  -5.43180  1.83600
O  9.06521  -6.18955  1.64263
C  10.30326  -5.58978  1.99820
C  10.53353  -5.46889  3.48761
O  9.80077  -4.38279  4.03107
C  9.50516  -4.55685  5.39842
H  8.03052  -2.07925  -0.56886
H  9.59898  -1.74820  0.20253
H  9.40457  -3.20684  -0.78747
H  7.86569  -4.72510  -0.18390
H  6.63391  -3.98755  0.87529
H  7.06680  -6.14772  1.70557
H  7.81763  -5.04528  2.85474
H  10.43579  -4.62681  1.50216
H  11.06443  -6.26656  1.60444
H  11.60199  -5.29301  3.67135
H  10.24284  -6.40799  3.97307
H  8.94777  -5.48620  5.56447
H  8.88390  -3.71944  5.71075
H  10.41867  -4.56717  6.00354

(3)
This record from the Open Molecules 2025 dataset describes a structure of composition C19H27Br6N7O14. The level of theory is wB97M-V/def2-TZVPD.

## Properties
Highest occupied orbital energy in eV: -7.07
LUMO level in eV: -2.4
Multiplicity: 1
Molecular weight in g/mol: 1056.88

Positions of all 73 atoms, in Å:
C  -1.21325  -3.30338  -0.58759
N  -1.18727  -1.89457  -0.22903
O  -0.97353  -1.07872  -1.12190
O  -1.27555  -1.60095  0.97061
H  -0.32322  -3.87467  -0.32379
H  -1.37394  -3.37309  -1.66343
H  -1.99420  -3.81692  -0.02678
C  2.72256  0.07908  -1.41190
N  3.47500  -0.45765  -0.22055
O  4.31377  -1.29218  -0.41357
O  3.26303  0.13133  0.81964
H  1.75344  -0.40547  -1.53070
H  3.33216  -0.24835  -2.25408
H  2.53441  1.15253  -1.39174
C  -0.94684  0.61107  -0.19064
N  0.38096  -0.02905  -0.39197
O  1.02817  -0.30602  0.59657
O  0.80675  -0.16504  -1.54925
H  -1.60062  -0.03548  0.39473
H  -1.53621  0.82675  -1.08182
H  -0.68598  1.53392  0.32744
C  -0.66094  2.06069  3.76600
N  -1.04372  2.28553  2.29647
O  -0.50454  1.44172  1.51655
O  -1.68314  3.29511  1.96510
H  -0.06448  1.15135  3.69231
H  -1.55441  1.93248  4.37704
H  -0.02238  2.85205  4.15856
C  1.86161  0.90593  1.89635
N  2.20101  1.11437  3.33402
O  1.31360  1.05182  4.20039
O  3.35917  1.37296  3.59136
H  2.71849  0.59888  1.29669
H  1.43028  1.83628  1.52693
H  1.07871  0.15070  1.96561
C  -4.16537  4.56716  -0.20529
C  -3.57997  5.21013  -1.31994
C  -2.39530  4.73940  -1.82274
C  -1.84599  3.54974  -1.34665
C  -2.49054  2.82774  -0.28078
C  -3.67103  3.32836  0.20109
N  -0.61820  2.99276  -1.99167
O  -0.25558  3.42518  -3.09946
O  -0.03156  2.04539  -1.44117
H  -5.03187  4.92860  0.32849
H  -3.98727  6.12457  -1.72529
H  -1.93361  5.21520  -2.67529
H  -2.04845  1.98416  0.22847
H  -4.10134  2.97913  1.12806
C  1.52166  -1.42564  1.35596
C  2.84249  -1.81940  0.93341
C  3.07472  -3.19269  0.67035
C  2.09592  -4.19737  0.76783
C  0.79006  -3.74437  1.11467
C  0.50174  -2.39193  1.42008
N  2.38235  -5.61381  0.56941
O  3.50574  -5.90427  0.17551
O  1.48978  -6.40120  0.87117
H  1.29664  -0.42005  1.67933
H  3.59738  -1.04837  0.88794
H  4.11197  -3.47884  0.57744
H  0.03160  -4.51256  1.14680
H  -0.52784  -2.12546  1.60812
C  -3.17538  -0.54714  -2.97032
Br  -1.58013  -1.69142  -3.35019
Br  -3.40666  0.64919  -4.52633
Br  -2.88989  0.51475  -1.33753
H  -4.03757  -1.21375  -2.95145
C  1.09293  -1.82741  -2.56948
Br  0.02801  -3.34021  -3.39611
Br  2.60167  -1.32098  -3.85622
Br  1.54231  -2.31755  -0.65117
H  0.33794  -1.05024  -2.45068